The following is a quantum chemistry calculation of a molecular structure, C37H41BrIrNO2S, from the OMol25 dataset.

Element x y z (Å)
1 Ir 0.783 0.247 0.234
2 Br -0.189 -5.364 0.314
3 S -2.315 -2.601 -1.375
4 O 1.520 -1.339 1.122
5 O 1.357 -3.336 2.036
6 N -0.882 -0.966 -0.031
7 C 1.727 -3.278 -0.309
8 C 1.484 -2.682 1.038
9 C -3.457 -3.252 1.116
10 C -1.964 4.068 0.769
11 C -0.151 2.243 0.831
12 C 1.882 1.467 1.737
13 C -2.265 2.085 2.178
14 C 2.949 1.003 2.697
15 C -1.616 -1.471 2.304
16 C 0.877 -0.175 -1.766
17 C 2.418 3.627 -1.872
18 C -3.415 -3.080 2.484
19 C 1.798 -0.177 -4.004
20 C 3.476 2.293 3.357
21 C -1.664 2.566 0.850
22 C -0.049 3.465 -2.335
23 C 2.980 -3.242 -2.381
24 C 1.841 0.236 -2.681
25 C -0.181 -1.450 -3.576
26 C 2.327 -4.395 -2.795
27 C -1.677 -1.609 0.919
28 C -1.063 -1.450 -1.236
29 C 0.501 1.636 1.978
30 C 1.013 3.600 -1.242
31 C 2.671 -2.693 -1.152
32 C 1.101 -4.452 -0.727
33 C 0.924 4.989 -0.563
34 C -2.491 -2.209 3.072
35 C 4.091 0.315 1.945
36 C -2.567 -2.514 0.341
37 C 0.906 2.570 -0.108
38 C 0.788 -1.015 -4.458
39 C 2.110 1.977 0.419
40 C 2.396 0.076 3.782
41 C -0.138 -1.024 -2.252
42 C 1.389 -4.996 -1.972
43 C -2.427 1.872 -0.287
44 H -0.144 2.435 -2.679
45 H 2.568 0.156 -4.689
46 H 0.229 4.082 -3.190
47 H -1.025 3.807 -1.997
48 H 3.129 -0.004 4.585
49 H -0.959 -2.127 -3.908
50 H -3.327 2.330 2.182
51 H 4.605 1.000 1.268
52 H -3.024 4.207 0.982
53 H 4.317 2.046 4.005
54 H 3.182 -1.798 -0.816
55 H 2.190 -0.920 3.393
56 H 0.765 -1.335 -5.491
57 H 3.155 4.009 -1.163
58 H -4.143 -3.952 0.660
59 H -1.788 4.479 -0.220
60 H 3.072 2.026 -0.058
61 H 1.109 5.753 -1.320
62 H -2.186 1.006 2.305
63 H -0.856 -0.851 2.760
64 H -3.488 2.111 -0.195
65 H 2.665 0.843 -2.358
66 H 1.697 5.088 0.201
67 H 1.480 0.467 4.230
68 H -2.094 2.201 -1.268
69 H 4.829 -0.046 2.662
70 H 2.705 2.768 3.967
71 H -2.323 0.794 -0.237
72 H -1.813 2.585 3.036
73 H 3.725 -0.543 1.381
74 H -1.401 4.641 1.507
75 H 2.784 2.683 -2.248
76 H -0.033 5.195 -0.106
77 H -4.086 -3.649 3.113
78 H 2.396 4.318 -2.714
79 H 2.553 -4.839 -3.756
80 H 0.884 -5.899 -2.284
81 H 3.725 -2.776 -3.012
82 H -0.012 1.336 2.876
83 H 3.820 3.013 2.612
84 H -2.448 -2.129 4.150

Cartesian forces (eV/Å) of the 2 atoms listed first:
-0.2 0.2 0.4
0.0 0.1 0.0

Its expectation value of S² is 0.757. Its charge is +1. The energy relative to the best compared isomer or geometry (same formula, charge and spin) is 49.6 kJ/mol. Its total energy is -4716.11050 Eh. As for the spin multiplicity: 2. The calculation puts the strongest force on any atom at 0.636 eV/A. Its gap between HOMO and LUMO (alpha / beta) is 0.3002 / 0.2268 hartree.

---

The following is a quantum chemistry calculation of a molecular structure, C37H41N6ReSb, from the OMol25 dataset.

Element x y z (Å)
1 Re 0.332 -0.097 -0.234
2 Sb -2.442 0.599 -0.162
3 N -0.859 -2.519 1.805
4 N 0.041 0.220 -2.216
5 N 0.403 2.007 -0.343
6 N 2.536 0.187 0.034
7 N 0.670 -2.083 -1.114
8 N 0.580 -0.117 1.813
9 C 1.773 0.429 2.320
10 C 0.670 4.727 -0.809
11 C -2.048 0.611 4.374
12 C -0.880 -0.963 -4.210
13 C -2.389 -1.591 3.501
14 C -2.762 -0.577 4.370
15 C 0.121 2.005 -3.971
16 C 2.744 0.757 1.376
17 C 1.196 -3.181 -0.605
18 C 0.008 -3.388 2.619
19 C 0.311 2.492 -1.637
20 C 0.600 2.850 0.661
21 C 3.243 1.325 4.011
22 C 0.403 4.305 -3.248
23 C 0.204 -2.128 -2.416
24 C -3.363 0.319 -2.047
25 C -1.923 -3.327 1.211
26 C 0.454 3.860 -1.906
27 C 4.143 1.751 3.041
28 C 0.740 4.228 0.461
29 C 3.903 1.433 1.713
30 C 1.273 -4.392 -1.301
31 C -0.547 -0.262 2.683
32 C 0.729 -4.472 -2.553
33 C -0.952 0.765 3.536
34 C 0.125 1.539 -2.676
35 C -1.002 -2.187 -4.913
36 C 2.073 0.666 3.662
37 C -0.463 -3.337 -4.420
38 C 0.154 -3.326 -3.143
39 C 0.252 3.385 -4.245
40 C -0.221 -0.908 -3.008
41 C -1.303 -1.441 2.647
42 C 3.306 -1.096 0.037
43 C 3.119 1.016 -1.062
44 C -2.655 2.699 0.024
45 C -4.036 0.125 1.140
46 H 1.530 -3.127 0.416
47 H -0.525 -3.755 3.503
48 H 0.781 5.789 -0.992
49 H -3.724 2.900 -0.026
50 H -2.412 -3.996 1.929
51 H -2.274 3.035 0.987
52 H 0.886 -2.832 2.954
53 H 3.210 -1.594 -0.923
54 H 0.902 4.869 1.316
55 H 2.776 2.042 -0.990
56 H 1.394 0.339 4.436
57 H -4.271 -0.934 1.159
58 H 0.503 5.360 -3.465
59 H -4.883 0.689 0.750
60 H -3.783 0.463 2.142
61 H 4.207 1.003 -1.001
62 H -1.319 -0.074 -4.635
63 H 4.634 1.696 0.959
64 H 1.731 -5.246 -0.823
65 H 0.052 1.321 -4.802
66 H 0.737 -5.404 -3.104
67 H 0.238 3.710 -5.277
68 H 3.451 1.509 5.057
69 H -2.944 -2.521 3.496
70 H 4.355 -0.863 0.221
71 H -0.408 1.701 3.544
72 H -2.336 1.421 5.031
73 H -4.411 0.598 -1.951
74 H -2.150 3.227 -0.782
75 H 2.944 -1.722 0.848
76 H -3.601 -0.717 5.039
77 H -2.878 0.967 -2.777
78 H -2.687 -2.690 0.770
79 H 0.642 2.423 1.651
80 H -1.493 -3.947 0.421
81 H -3.286 -0.717 -2.372
82 H -0.508 -4.263 -4.978
83 H 0.317 -4.256 2.039
84 H 2.820 0.589 -2.017
85 H 5.037 2.292 3.316
86 H -1.515 -2.194 -5.865

Cartesian forces (eV/Å) of the 2 atoms listed first:
0.2 0.0 0.4
0.3 -0.3 -0.1

Its expectation value of S² is 3.791. Its charge is +2. The energy relative to the best compared isomer or geometry (same formula, charge and spin) is 59.5 kJ/mol. Its total energy is -2081.13301 Eh. As for the spin multiplicity: 4. The calculation puts the strongest force on any atom at 0.567 eV/A. Its gap between HOMO and LUMO (alpha / beta) is 0.2433 / 0.2187 hartree.